No. 1
DFT (wB97M-V/def2-TZVPD) results for one molecule with the formula C10H12O at a distorted geometry.

Atoms and positions in Å:
O 1.9335 2.1269 -0.2694
C -1.7976 0.3911 -1.2579
C -1.8359 -0.2651 1.0429
C 1.6373 1.0449 0.1182
C 0.3320 0.4188 0.6481
C -1.4904 1.5568 -0.5428
C 2.4323 -0.3038 0.0427
C -1.4139 -0.7863 -0.3793
C -1.0620 1.0802 0.8259
C 1.3806 -1.5144 -0.2646
C 0.1721 -0.5763 -0.4796
H -1.0016 1.8256 1.6486
H 1.7171 -2.1108 -1.1350
H 0.3850 -0.1256 -1.4821
H 1.4061 -2.1805 0.5984
H -2.9562 -0.0900 1.1367
H -1.9581 0.3402 -2.2957
H -1.5162 -0.8949 1.8568
H 0.6163 -0.0985 1.5958
H 3.1299 -0.1261 -0.7880
H -1.2944 2.5672 -0.9186
H -1.8318 -1.7747 -0.6368
H 3.0159 -0.5044 0.9355

Energy above the lowest of the compared OMol25 structures with the same formula, charge and spin ... 56.45 kcal/mol
HOMO level ... -8.8021 eV
F_max ... 0.07876 Eh/bohr
SMILES ... O=C1CC[C@@H]2[C@@H]1[C@H]1C=C[C@@H]2C1
LUMO level ... 0.035 Eh
Molar mass ... 148.205 g mol⁻¹

---

No. 2
DFT (wB97M-V/def2-TZVPD) results for one molecule with the formula C10H12O2S2 at a distorted geometry.

Atoms and positions in Å:
S -0.6644 -1.1368 0.7957
S -0.5303 2.7083 0.2013
O -0.9266 -0.8681 2.1509
O -0.9444 -2.4601 0.2933
C -1.6809 1.6176 0.6251
C 3.0545 -0.6278 -0.9330
C -1.1888 0.3209 -1.5196
C 1.5535 0.2423 1.1996
C 2.8512 0.6954 1.0797
C 1.0639 -0.6854 0.3168
C 3.6028 0.2490 -0.0092
C -3.2883 -0.3111 -0.0402
C -1.8055 0.0999 -0.1220
C 1.8181 -1.1968 -0.7083
H -0.5263 1.0886 -1.5688
H -3.8197 -0.7339 -0.9157
H 3.0614 1.3179 1.9588
H -2.5342 1.8275 1.2774
H 4.7009 0.6245 -0.1614
H 1.0147 0.5972 1.9949
H -3.8182 0.5879 0.1448
H 1.3487 -1.9646 -1.2266
H 3.7683 -1.0036 -1.8028
H -3.2993 -0.9971 0.8342
H -0.7347 -0.6398 -1.7532
H -2.0762 0.6480 -2.1119

HOMO level (alpha / beta) ... -7.1876 / -9.9375 eV
F_max ... 0.08538 Eh/bohr
Multiplicity ... 3
LUMO level (alpha / beta) ... 0.020 / -0.097 Eh
Molar mass ... 228.338 g mol⁻¹